The following is a DFT calculation (wB97M-V/def2-TZVPD) of a single C6H6O molecule.

Summary:
Maximum force (Eh/bohr): 0.01621
SMILES string: C#CCC(O)=C=C
Net charge: 0
ΔE to the lowest compared entry with this formula, charge and spin (eV): 4.962
Frontier orbital gap (Eh): 0.3471

Last column: natural (NBO) charge in e.
Atoms and positions in Å:
C1 1.7890 -0.3101 -2.4354  -0.208
C2 0.8458 -0.5268 -1.7242  -0.015
C3 -0.2339 -0.6634 -0.7546  -0.556
C4 -0.1000 0.4559 0.2321  0.489
O1 -0.5240 1.6380 -0.2038  -0.634
C5 0.3263 0.2767 1.4997  -0.243
C6 -0.6656 -0.1580 2.2748  -0.431
H1 2.6272 -0.1173 -3.0631  0.239
H2 -1.2211 -0.5859 -1.2280  0.259
H3 -0.1790 -1.6201 -0.2202  0.263
H4 -0.3663 2.2668 0.5206  0.502
H5 -1.6161 -0.3359 1.7628  0.146
H6 -0.6825 -0.3200 3.3394  0.189